{
  "formula": "C6H14O",
  "method": "the ωB97M-V functional and the def2-TZVPD basis",
  "e_homo_ev": [-7.342, -7.341],
  "multiplicity": 1,
  "lumo_ev": [0.92, 0.92],
  "fmax_ev_per_a": 0.3,
  "symbols": ["C", "C", "C", "C", "C", "O", "C", "H", "H", "H", "H", "H", "H", "H", "H", "H", "H", "H", "H", "H", "H"],
  "xyz": [[-3.39727, -0.00247, -0.78063], [-2.25705, -0.32017, 0.18267], [-0.87975, -0.13081, -0.45260], [0.27220, -0.44143, 0.50962], [1.60866, -0.30981, -0.14500], [2.56692, 0.26051, 0.52190], [3.75556, 0.54900, 0.02096], [-4.37663, -0.14317, -0.31008], [-3.35044, -0.64779, -1.66541], [-3.33858, 1.03609, -1.12585], [-2.33990, 0.31931, 1.07210], [-2.35442, -1.35429, 0.53972], [-0.79351, -0.77523, -1.33936], [-0.77212, 0.90031, -0.81308], [0.13534, -1.46176, 0.90240], [0.23116, 0.23565, 1.37076], [1.89497, -0.94672, -0.97958], [1.99250, 1.18278, -1.50083], [4.16924, -0.11735, -0.73168], [4.40551, 1.02638, 0.74190], [2.74089, 1.42587, -1.36654]],
  "forces_ev_per_angstrom": [[-0.028, 0.028, -0.058], [0.018, -0.032, 0.071], [-0.016, 0.016, -0.068], [0.003, 0.018, 0.066], [0.047, -0.083, -0.009], [-0.263, 0.051, -0.082], [0.283, -0.099, 0.061], [0.166, 0.008, -0.073], [-0.027, 0.082, 0.114], [-0.009, -0.133, 0.041], [0.044, -0.078, -0.113], [0.028, 0.120, -0.043], [-0.034, 0.079, 0.112], [-0.024, -0.121, 0.049], [0.029, 0.111, -0.046], [0.051, -0.066, -0.109], [-0.034, 0.089, 0.052], [0.038, -0.002, 0.041], [-0.120, 0.079, 0.078], [-0.075, -0.036, -0.096], [-0.076, -0.031, 0.012]],
  "mulliken_charge": [-1.24, -0.36, -0.56, -0.43, -0.44, -0.24, -0.56, 0.37, 0.31, 0.31, 0.31, 0.31, 0.29, 0.31, 0.28, 0.25, 0.46, 0.00, 0.31, 0.23, 0.09]
}

---

{
  "formula": "C6H14O2",
  "method": "the ωB97M-V functional and the def2-TZVPD basis",
  "e_homo_ev": -7.157,
  "multiplicity": 1,
  "lumo_ev": -2.54,
  "fmax_ev_per_a": 2.4,
  "symbols": ["C", "C", "C", "C", "C", "C", "H", "H", "H", "H", "H", "H", "H", "H", "H", "H", "H", "H", "O", "H", "H", "O"],
  "xyz": [[-1.43954, 0.98249, -0.96215], [-0.97841, 0.96063, 0.52447], [0.24494, 1.59773, 0.77149], [1.41973, 1.07846, 0.18043], [1.78529, -0.20905, 0.12833], [3.18925, -0.64028, -0.19165], [-2.17441, 1.76100, -1.13707], [-0.55014, 1.13845, -1.57298], [-1.86862, -0.00645, -1.09933], [-0.92481, -0.12063, 0.77722], [0.41022, 2.26947, 1.60726], [2.23429, 1.78796, 0.01094], [1.04307, -1.00274, 0.18415], [3.38338, -0.64561, -1.25829], [3.40510, -1.59829, 0.27010], [3.80209, 0.11291, 0.31604], [-1.21774, -3.09435, -0.46188], [-1.97439, -1.78758, 0.29524], [-1.11309, -2.20035, -0.13486], [-3.86789, -0.90204, 0.00989], [-1.74658, 1.30329, 1.21579], [-3.06175, -0.78501, 0.52687]],
  "forces_ev_per_angstrom": [[0.670, -0.223, 0.098], [-2.041, 0.623, 0.846], [0.933, -2.172, 0.293], [1.661, 1.560, 0.101], [-0.683, -1.194, -1.541], [-0.375, 0.922, 1.332], [0.005, 0.076, 0.088], [-0.172, 0.001, -0.344], [-0.182, 0.129, -0.231], [0.243, -0.102, -0.264], [-0.246, 0.804, -0.432], [-0.044, 0.067, 0.394], [-0.264, 0.027, 0.550], [-0.005, -0.073, -0.170], [0.002, -0.173, -0.248], [0.455, -0.230, -0.461], [-0.368, 0.034, 0.210], [-0.598, -0.081, -0.761], [0.965, 0.252, 0.296], [0.265, -0.114, 0.089], [-0.206, 0.032, -0.281], [-0.015, -0.166, 0.434]],
  "mulliken_charge": [-0.83, -0.24, -0.14, -0.52, 0.35, -1.16, 0.30, 0.41, 0.19, 0.13, 0.39, 0.28, 0.29, 0.29, 0.34, 0.34, 0.22, 0.37, -0.69, 0.17, 0.46, -0.96]
}

---

{
  "formula": "C6H14O2",
  "method": "the ωB97M-V functional and the def2-TZVPD basis",
  "e_homo_ev": -8.928,
  "multiplicity": 1,
  "lumo_ev": 0.77,
  "fmax_ev_per_a": 5.8,
  "symbols": ["C", "C", "C", "C", "C", "C", "O", "O", "H", "H", "H", "H", "H", "H", "H", "H", "H", "H", "H", "H", "H", "H"],
  "xyz": [[-0.26379, -0.40915, -1.24313], [-0.32379, 0.79666, 1.07216], [-0.28308, -0.79275, 0.16552], [-1.52802, 0.06574, -1.90630], [0.91783, 1.21988, 1.83399], [0.87233, -1.66285, 0.63777], [0.81359, 0.37075, -1.64357], [-0.79752, 1.93458, 0.37905], [1.62542, -0.13924, -1.49576], [-0.30706, 2.00867, -0.45944], [-0.06899, -1.68968, -1.69127], [-1.10892, 0.54698, 1.79135], [-1.23762, -1.22977, 0.45732], [-1.56143, 1.15583, -1.98505], [0.71455, 2.09854, 2.46071], [-1.52431, -0.27231, -2.94661], [-2.42453, -0.26563, -1.38293], [1.28342, 0.45306, 2.51999], [1.71471, 1.51199, 1.14090], [0.98171, -1.63995, 1.72318], [0.68082, -2.70748, 0.37350], [1.82466, -1.35388, 0.19862]],
  "forces_ev_per_angstrom": [[0.233, -5.294, -2.401], [-0.302, -1.889, 0.182], [0.156, 3.903, 3.206], [-0.008, 0.513, -0.538], [0.465, -0.246, 0.045], [-0.264, 0.046, 0.017], [0.693, 0.249, -0.026], [-0.036, -0.567, -1.030], [-0.285, 0.369, -0.025], [-0.062, 0.024, 0.499], [-0.501, 3.269, 0.384], [0.042, 0.240, 0.039], [0.041, -0.055, -0.246], [-0.008, -0.059, 0.305], [-0.235, -0.155, -0.285], [-0.208, -0.133, 0.214], [0.091, -0.083, -0.103], [0.088, -0.094, -0.179], [0.010, -0.164, 0.088], [-0.006, 0.087, -0.068], [0.100, 0.089, -0.172], [-0.005, -0.049, 0.094]],
  "mulliken_charge": [0.00, 0.19, 0.30, -1.29, -1.25, -1.61, -0.50, -0.56, 0.35, 0.38, 0.18, 0.29, 0.40, 0.30, 0.37, 0.38, 0.33, 0.33, 0.24, 0.38, 0.45, 0.34]
}

---

{
  "formula": "C6H14O2",
  "method": "the ωB97M-V functional and the def2-TZVPD basis",
  "smiles": "CCC/C=C/CO.O",
  "e_homo_ev": -9.806,
  "multiplicity": 1,
  "lumo_ev": 0.91,
  "fmax_ev_per_a": 1.0,
  "symbols": ["C", "C", "C", "C", "C", "C", "O", "H", "H", "H", "H", "H", "H", "H", "H", "H", "H", "H", "H", "O", "H", "H"],
  "xyz": [[2.65054, -0.01229, 2.30794], [1.92706, 0.98345, 1.37736], [1.73482, 0.49632, -0.07449], [0.33228, 0.02809, -0.37051], [-0.66090, 0.87987, -0.58817], [-2.07025, 0.39308, -0.88365], [-2.18310, -0.18472, -2.19909], [3.70657, 0.23674, 2.44304], [2.14911, -0.04625, 3.27726], [2.61484, -1.04586, 1.94851], [2.51815, 1.90035, 1.37376], [1.00640, 1.30331, 1.85054], [1.96680, 1.32264, -0.75410], [2.51063, -0.25057, -0.23857], [0.14281, -1.04273, -0.35054], [-0.49901, 1.94729, -0.65697], [-2.37493, -0.30838, -0.11301], [-2.73397, 1.24299, -0.91521], [-1.50079, -0.86745, -2.25966], [-3.63880, -2.68059, -1.84949], [-3.16084, -1.84415, -1.96609], [-4.43741, -2.45117, -1.35888]],
  "forces_ev_per_angstrom": [[-0.331, -0.286, 0.036], [0.651, 0.153, 0.401], [0.119, 0.509, 0.151], [0.474, 0.184, 0.270], [-0.594, -0.632, -0.453], [0.772, 0.393, -0.388], [0.102, -0.365, 0.377], [-0.168, 0.001, 0.049], [0.289, 0.141, 0.102], [-0.057, 0.131, -0.190], [0.120, 0.018, -0.183], [-0.465, -0.192, -0.210], [-0.067, -0.056, 0.043], [-0.232, -0.251, -0.283], [-0.122, -0.007, 0.086], [0.203, 0.088, 0.089], [-0.244, -0.218, 0.062], [-0.364, 0.107, 0.207], [0.123, 0.265, -0.144], [-0.013, -0.027, 0.173], [-0.378, 0.060, -0.063], [0.181, -0.016, -0.133]],
  "mulliken_charge": [-1.16, -0.34, -1.09, -0.16, -0.11, -0.64, -0.59, 0.30, 0.30, 0.34, 0.34, 0.38, 0.32, 0.47, 0.34, 0.34, 0.27, 0.30, 0.37, -0.67, 0.40, 0.30]
}

---

{
  "formula": "C6H14O2",
  "method": "the ωB97M-V functional and the def2-TZVPD basis",
  "smiles": "C=CC(=C)CC.O.O",
  "e_homo_ev": -8.359,
  "multiplicity": 1,
  "lumo_ev": 0.68,
  "fmax_ev_per_a": 1.4,
  "symbols": ["C", "C", "C", "C", "C", "C", "H", "H", "H", "H", "H", "H", "H", "H", "H", "H", "O", "H", "H", "O", "H", "H"],
  "xyz": [[2.00957, -0.70694, -0.84252], [0.85041, -1.11940, -0.30384], [0.21721, -0.50863, 0.87237], [-1.00424, -1.00141, 1.17470], [1.00183, 0.37444, 1.82211], [1.54439, 1.75228, 1.40252], [2.55027, -1.31225, -1.55927], [2.42922, 0.26285, -0.64605], [0.21917, -1.81144, -0.84984], [-1.42585, -1.70592, 0.47420], [-1.60587, -0.58686, 1.97352], [0.39336, 0.54677, 2.71325], [1.81670, -0.29677, 2.11519], [0.79399, 2.29126, 0.81996], [2.46890, 1.64763, 0.84910], [1.71267, 2.31434, 2.31798], [-1.68040, 1.86242, -1.49846], [-1.89739, 2.78955, -1.61377], [-1.24716, 1.81926, -0.64358], [-1.92687, -1.40329, -1.87249], [-2.18084, -0.49904, -1.71949], [-2.66223, -1.83280, -2.34001]],
  "forces_ev_per_angstrom": [[-0.400, -0.485, -0.020], [0.578, 1.109, -0.556], [-0.906, -0.287, 0.063], [0.655, 1.056, -0.419], [-0.196, -0.316, 0.108], [-0.503, -0.672, 0.050], [-0.377, 0.172, -0.439], [0.443, -0.078, 0.656], [0.408, -0.673, 0.374], [-0.321, -0.098, 0.208], [0.055, -0.275, 0.211], [-0.086, -0.254, -0.049], [0.215, 0.374, 0.243], [0.173, 0.059, -0.115], [0.091, 0.313, -0.132], [0.240, 0.169, -0.078], [-0.084, -0.149, -0.067], [-0.078, 0.113, -0.084], [0.139, -0.147, 0.191], [-0.196, -1.065, -0.375], [-0.204, 0.739, -0.020], [0.355, 0.395, 0.250]],
  "mulliken_charge": [-0.80, -0.26, 1.06, -1.16, -0.66, -0.97, 0.27, 0.10, 0.22, 0.36, 0.28, 0.37, 0.33, 0.18, 0.32, 0.35, -0.63, 0.30, 0.33, -0.58, 0.30, 0.29]
}

---

{
  "formula": "C6H14O2",
  "method": "the ωB97M-V functional and the def2-TZVPD basis",
  "s2": 0.757,
  "total_charge": 1,
  "e_homo_ev": [-13.235, -13.235],
  "multiplicity": 2,
  "lumo_ev": [-6.05, -9.76],
  "fmax_ev_per_a": 2.2,
  "symbols": ["O", "C", "C", "C", "C", "C", "C", "H", "H", "H", "H", "H", "H", "H", "H", "H", "H", "H", "H", "H", "H", "O"],
  "xyz": [[0.19010, -3.08066, -2.46986], [0.56772, -1.94613, -2.43013], [0.39924, -1.15105, -1.14012], [0.65421, 0.33869, -1.31404], [-0.53959, 1.32943, -1.07211], [0.03092, 2.63185, -0.47706], [-1.74530, 0.83940, -0.27860], [0.95902, -1.57430, -3.39361], [1.17882, -1.48841, -0.44747], [-0.62831, -1.34736, -0.78175], [1.55393, 0.73597, -0.80937], [0.91553, 0.69837, -2.31657], [-0.96461, 1.51859, -2.06600], [0.65497, 2.39522, 0.38474], [-0.82632, 3.21415, -0.13523], [0.47721, 3.29027, -1.23761], [-2.57936, 1.53403, -0.18814], [-2.31482, 0.01548, -0.75954], [-1.61171, 0.42880, 0.72486], [0.50918, -2.65139, 7.03523], [1.63896, -3.04360, 6.15410], [1.48023, -2.68738, 7.01829]],
  "forces_ev_per_angstrom": [[0.097, 0.121, 0.065], [-0.479, -1.012, -0.131], [0.282, 1.393, 0.364], [-0.091, 2.058, -0.794], [-0.552, -0.012, 0.136], [-0.999, 0.100, -0.513], [-1.145, -1.589, 0.220], [0.271, 0.439, 0.054], [-0.365, -0.733, -0.058], [0.586, -0.208, 0.003], [-0.412, -0.891, 0.543], [0.146, -0.932, -0.314], [0.161, 0.284, 0.140], [0.208, 0.332, -0.159], [0.066, 0.016, 0.242], [0.481, -0.515, 0.381], [0.497, 0.701, -0.051], [0.617, 0.090, -0.307], [0.635, 0.363, 0.171], [0.419, 0.080, 0.309], [0.444, -0.339, -0.684], [-0.865, 0.253, 0.383]],
  "mulliken_charge": [-0.04, 0.07, -0.35, -0.92, 0.76, -1.46, -1.74, 0.44, 0.36, 0.40, 0.51, 0.41, 0.18, 0.42, 0.39, 0.35, 0.40, 0.42, 0.42, 0.32, 0.30, -0.63]
}

---

{
  "formula": "C6H14O2Si",
  "method": "the ωB97M-V functional and the def2-TZVPD basis",
  "smiles": "C[Si](C)(C)CCC(=O)O",
  "e_homo_ev": -9.843,
  "multiplicity": 1,
  "lumo_ev": 0.72,
  "fmax_ev_per_a": 3.5,
  "symbols": ["C", "Si", "C", "C", "C", "C", "C", "O", "O", "H", "H", "H", "H", "H", "H", "H", "H", "H", "H", "H", "H", "H", "H"],
  "xyz": [[-2.01921, 1.78013, -0.37779], [-0.52210, 0.78308, 0.16703], [-1.11690, -0.11058, 1.68180], [0.79366, 2.00472, 0.71717], [0.43902, -0.17120, -1.28704], [1.43973, -1.19200, -1.00616], [0.93382, -2.48602, -0.38821], [-0.05580, -2.57210, 0.35332], [1.75807, -3.53557, -0.57477], [-1.84765, 2.41740, -1.24127], [-2.43943, 2.36191, 0.46644], [-2.83769, 1.15329, -0.69387], [-1.84979, 0.40504, 2.29099], [-0.38685, -0.61678, 2.33278], [-1.54017, -0.94516, 1.24784], [1.72971, 2.23647, 0.20469], [0.97028, 1.89293, 1.79051], [0.32088, 2.98579, 0.61207], [-0.29428, -0.58704, -1.99428], [0.92510, 0.70114, -1.74607], [2.28119, -0.72787, -0.42032], [1.93551, -1.44285, -1.92148], [1.38290, -4.33477, -0.21339]],
  "forces_ev_per_angstrom": [[-0.198, -0.026, -0.116], [1.389, 0.150, -0.126], [1.246, 0.278, 0.742], [-0.170, 1.213, 0.283], [-3.039, 1.618, 0.360], [1.895, -0.732, 0.815], [-1.355, 0.143, 2.643], [1.849, 0.078, -2.054], [0.377, 0.923, -0.948], [0.216, 0.356, 0.071], [0.527, -0.101, -0.381], [-0.345, -0.568, -0.075], [-0.068, 0.282, -0.033], [0.153, 0.665, -0.169], [-1.650, -1.948, -0.807], [0.141, -0.831, -0.095], [0.229, -0.027, -0.110], [-0.312, 0.162, 0.269], [0.091, 0.297, -0.016], [-0.128, -0.281, -0.177], [-0.731, -0.848, 0.103], [0.371, -0.464, -0.679], [-0.490, -0.339, 0.503]],
  "mulliken_charge": [-1.10, 0.40, -1.14, -1.25, -0.77, -0.62, 0.54, -0.56, -0.45, 0.32, 0.28, 0.36, 0.36, 0.36, 0.35, 0.41, 0.33, 0.36, 0.41, 0.39, 0.25, 0.43, 0.35]
}

---

{
  "formula": "C6H14O3",
  "method": "the ωB97M-V functional and the def2-TZVPD basis",
  "smiles": "CC(C)OC(C)(C)OO",
  "e_homo_ev": -9.687,
  "multiplicity": 1,
  "lumo_ev": 0.82,
  "fmax_ev_per_a": 1.6,
  "symbols": ["C", "C", "C", "O", "C", "C", "C", "O", "O", "H", "H", "H", "H", "H", "H", "H", "H", "H", "H", "H", "H", "H", "H"],
  "xyz": [[-1.72563, -0.23894, -1.34679], [-1.20763, 0.65623, -0.22780], [-2.32608, 1.12352, 0.69152], [-0.29982, -0.10481, 0.67567], [0.99521, -0.39640, 0.24441], [1.12840, -1.84945, -0.23745], [1.93278, -0.12866, 1.42625], [1.33903, 0.35658, -0.92017], [1.70537, 1.71209, -0.68090], [-2.52477, 0.27798, -1.87524], [-0.93443, -0.46211, -2.05796], [-2.11224, -1.16832, -0.93502], [-0.71625, 1.53527, -0.66198], [-1.91395, 1.72677, 1.49580], [-2.83200, 0.26476, 1.12426], [-3.03655, 1.72587, 0.12955], [2.17529, -2.09163, -0.39800], [0.71004, -2.50355, 0.52171], [0.57986, -1.98796, -1.16349], [1.82239, 0.90367, 1.74912], [2.96488, -0.32576, 1.14666], [1.64196, -0.77082, 2.25159], [2.63414, 1.74566, -0.95173]],
  "forces_ev_per_angstrom": [[0.231, 0.251, 0.171], [0.156, -0.738, 0.662], [0.367, -0.085, -0.173], [-1.006, 1.033, -0.683], [0.677, 0.128, 0.255], [-0.153, 0.507, 0.019], [-0.334, 0.189, -0.397], [0.467, -0.521, -0.650], [-0.296, 0.280, 0.534], [-0.085, -0.007, -0.085], [0.022, -0.046, -0.068], [-0.080, -0.078, 0.039], [0.233, -0.305, 0.260], [0.003, 0.057, 0.085], [-0.133, -0.066, 0.048], [-0.109, 0.010, -0.022], [0.058, -0.053, -0.030], [-0.024, -0.042, 0.075], [-0.058, -0.056, -0.108], [0.050, 0.025, -0.024], [0.090, -0.037, 0.028], [0.010, -0.133, 0.047], [-0.083, -0.314, 0.016]],
  "mulliken_charge": [-1.40, 0.84, -1.46, -0.40, 1.35, -1.58, -1.66, -0.24, -0.40, 0.44, 0.31, 0.30, 0.23, 0.37, 0.32, 0.40, 0.40, 0.34, 0.34, 0.36, 0.42, 0.39, 0.32]
}